(1)
ORCA calculation (ωB97M-V/def2-TZVPD) on an isolated molecule of C4H5NS at a distorted geometry.

```
! wB97M-V def2-TZVPD RIJCOSX def2/J DEFGRID3
* xyz 0 1
C 0.029 0.458 1.661
C -0.908 0.401 0.492
C 0.645 -1.299 -0.075
C -0.254 -0.868 0.967
H -0.412 0.561 2.664
H 0.965 0.967 1.516
H -1.959 0.575 0.655
H 1.209 -2.277 -0.061
H -0.783 -1.595 1.567
N 0.904 -0.537 -1.050
S -0.151 0.836 -1.079
*
```

## Properties
M ... 99.158 Da
SMILES string ... C1=NS[C@@H]2C[C@H]12
Max |F| ... 2.5 eV/A
Energy above the lowest of the compared OMol25 structures with the same formula, charge and spin ... 121.76 kJ/mol
Gap between HOMO and LUMO ... 0.3464 Eh

=====

(2)
ORCA calculation (ωB97M-V/def2-TZVPD) on a structure of composition C6H21O12Zn2 at a distorted geometry.

```
! wB97M-V def2-TZVPD RIJCOSX def2/J DEFGRID3
* xyz 1 1
Zn 8.343 -15.115 -5.990
Zn 4.372 -17.432 -3.645
C 2.940 -13.389 -4.250
C 2.967 -14.778 -4.863
O 2.626 -14.955 -6.028
O 3.356 -15.780 -4.140
H 2.118 -13.398 -3.533
H 2.793 -12.646 -5.027
H 3.841 -13.152 -3.690
C 6.955 -14.476 -2.069
C 6.813 -15.550 -3.136
O 7.650 -15.501 -4.077
O 6.066 -16.542 -2.908
H 6.512 -13.513 -2.334
H 8.013 -14.216 -2.029
H 6.565 -14.799 -1.109
C 5.421 -13.902 1.686
C 4.506 -12.919 2.395
O 3.248 -12.944 2.338
O 4.973 -11.935 2.962
H 5.020 -14.142 0.699
H 5.508 -14.897 2.127
H 6.418 -13.461 1.670
O 6.264 -11.933 -4.400
H 7.114 -12.097 -4.819
H 5.758 -12.736 -4.555
O 11.472 -14.102 -2.566
H 10.784 -14.558 -3.060
H 12.282 -14.573 -2.788
O 4.988 -19.289 -2.916
H 5.511 -19.651 -2.189
H 4.948 -19.999 -3.573
O 9.746 -17.202 -2.863
H 8.932 -16.883 -3.269
H 9.683 -16.937 -1.939
O 5.337 -11.365 -1.242
H 4.420 -11.621 -1.100
H 5.406 -11.224 -2.194
O 10.108 -11.865 -1.376
H 10.114 -12.672 -1.899
H 10.956 -11.870 -0.922
*
```

## Properties
M ... 416.002 Da
Max |F| ... 4.0 eV/A
Energy above the lowest of the compared OMol25 structures with the same formula, charge and spin ... 217.20 kJ/mol
Gap between HOMO and LUMO ... 0.0529 Eh

=====

(3)
ORCA calculation (ωB97M-V/def2-TZVPD) on an isolated molecule of C4H6O2 at a distorted geometry.

```
! wB97M-V def2-TZVPD RIJCOSX def2/J DEFGRID3
* xyz 0 1
C 1.764 0.408 -0.537
C 0.328 0.691 -0.105
O -0.152 1.797 -0.225
C -0.505 -0.493 0.406
C -2.018 -0.431 0.328
O -2.645 -1.112 1.106
H 1.773 0.137 -1.602
H 2.212 -0.420 0.018
H 2.381 1.306 -0.432
H -0.137 -1.418 -0.055
H -0.481 -0.708 1.484
H -2.522 0.244 -0.386
*
```

## Properties
M ... 86.090 Da
SMILES string ... CC(=O)CC=O
Max |F| ... 1.2 eV/A
Energy above the lowest of the compared OMol25 structures with the same formula, charge and spin ... 98.25 kJ/mol
Gap between HOMO and LUMO ... 0.3927 Eh

=====

energy above the lowest of the compared OMol25 structures with the same formula, charge and spin of number 1 (C4H5NS)?
121.76 kJ/mol

=====

Which value of max |F| does entry 1 give?
2.5 eV/A